Entry 1:
Entry from OMol25: C30H28BBr4Cl2F4N3O3SeSi2W as an isolated structure (ωB97M-V/def2-TZVPD).

Results
- energy relative to the best compared isomer or geometry (same formula, charge and spin) (eV) = 0.8581
- LUMO level (eV) = -1.52
- HOMO level (eV) = -8.11
- HOMO-LUMO gap (Eh) = 0.2423

XYZ file:
```
79
Properties=species:S:1:pos:R:3:lowdin_charge:R:1
W 0.17 0.21 -0.02 1.60
C -2.58 1.21 2.22 -0.20
Si -1.12 2.02 1.40 0.57
C -1.73 3.45 0.33 -0.17
C -0.09 2.76 2.77 -0.31
C -0.61 3.73 3.64 -0.10
C 0.14 4.21 4.69 -0.09
C 1.43 3.73 4.89 -0.08
C 1.95 2.78 4.03 -0.09
C 1.20 2.29 2.96 -0.31
Si 1.96 1.16 1.67 0.49
C 3.10 -0.04 2.52 -0.19
C 2.98 2.41 0.69 -0.24
H -3.14 2.00 2.73 0.04
H -2.24 0.49 2.97 0.03
H -3.25 0.69 1.55 0.00
H -1.95 4.26 1.02 0.03
H -2.64 3.20 -0.21 0.03
H -0.99 3.82 -0.38 0.03
H -1.62 4.10 3.50 0.10
H -0.27 4.95 5.36 0.10
H 2.02 4.10 5.72 0.10
H 2.96 2.42 4.20 0.10
H 3.97 0.54 2.84 0.04
H 3.44 -0.83 1.85 0.01
H 2.63 -0.52 3.37 0.04
H 3.60 2.90 1.44 0.04
H 2.35 3.17 0.22 0.03
H 3.64 1.99 -0.07 -0.03
Br -3.22 -5.37 -2.68 0.73
C -2.58 -3.99 -1.57 -0.74
C -3.07 -3.86 -0.27 -0.75
Br -4.34 -5.06 0.41 0.74
C -2.61 -2.81 0.53 -0.65
Br -3.21 -2.51 2.28 0.86
C -1.65 -1.97 0.01 -0.37
O -1.15 -0.90 0.70 -0.33
C -1.11 -2.09 -1.27 -0.40
O -0.21 -1.20 -1.62 -0.24
C -1.62 -3.11 -2.08 -0.61
Br -1.05 -3.18 -3.87 0.82
Cl 1.87 3.57 -3.20 0.75
C 0.27 2.93 -3.23 -0.57
C -0.60 3.30 -4.29 -0.10
C -1.89 2.83 -4.34 -0.59
Cl -2.92 3.30 -5.65 0.72
C -2.40 1.96 -3.33 -0.15
C -3.71 1.43 -3.25 0.01
C -4.05 0.64 -2.18 0.01
C -3.08 0.37 -1.18 -0.06
N -1.85 0.82 -1.26 0.05
C -1.51 1.61 -2.31 -0.17
C -0.18 2.08 -2.27 -0.34
O 0.50 1.65 -1.21 -0.39
H -0.24 3.97 -5.05 0.11
H -4.43 1.66 -4.02 0.10
H -5.04 0.23 -2.08 0.12
H -3.34 -0.23 -0.32 0.11
F 0.56 -1.39 2.84 0.16
B 0.97 -2.35 1.97 -1.29
F 1.17 -1.70 0.62 -0.11
F 0.05 -3.34 1.77 0.18
F 2.21 -2.88 2.31 0.15
C 3.80 -3.21 -0.29 0.01
N 3.16 -3.00 -1.58 -0.09
C 3.02 -3.99 -2.53 -0.02
C 2.45 -3.41 -3.62 -0.06
N 2.26 -2.08 -3.31 -0.12
C 1.74 -1.07 -4.21 -0.06
C 2.70 -1.85 -2.06 -0.60
Se 2.73 -0.13 -1.30 0.89
H 4.58 -3.96 -0.42 0.10
H 3.07 -3.54 0.45 0.09
H 4.24 -2.26 0.03 0.08
H 3.32 -5.00 -2.35 0.13
H 2.16 -3.82 -4.56 0.12
H 1.49 -1.56 -5.14 0.09
H 2.50 -0.31 -4.37 0.09
H 0.85 -0.63 -3.76 0.06
```


Entry 2:
Entry from OMol25: C30H28BrN3NdO3 as an isolated structure (ωB97M-V/def2-TZVPD).

Results
- energy relative to the best compared isomer or geometry (same formula, charge and spin) (eV) = 0.4188
- charge = +1
- 2S+1 = 4
- LUMO level (spin up / spin down) (eV) = -3.60 / -3.60
- HOMO level (spin up / spin down) (eV) = -10.29 / -10.34
- HOMO-LUMO gap (spin up / spin down) (Eh) = 0.2458 / 0.2476

XYZ file:
```
66
Properties=species:S:1:pos:R:3:mulliken_spin:R:1
Nd -0.46 0.36 -0.36 3.00
C -1.05 2.05 4.04 0.00
C -1.02 1.27 2.89 0.00
N -0.23 1.50 1.85 0.00
C 0.61 2.57 1.92 0.00
C 0.69 3.39 3.07 0.00
C -0.17 3.11 4.14 0.00
C 1.60 4.49 3.11 0.00
C 2.36 4.79 2.04 0.00
C 2.27 4.03 0.84 0.00
C 3.00 4.38 -0.31 0.00
C 2.83 3.66 -1.46 0.00
C 1.95 2.57 -1.44 0.00
N 1.28 2.18 -0.37 0.00
C 1.41 2.91 0.77 0.00
H -1.74 1.82 4.83 0.00
H -1.68 0.41 2.82 0.00
H -0.14 3.73 5.02 0.00
H 1.64 5.08 4.01 0.00
H 3.04 5.63 2.06 0.00
H 3.67 5.23 -0.27 0.00
H 3.35 3.91 -2.37 0.00
H 1.81 2.01 -2.36 0.00
Br 1.92 -0.70 -2.80 0.00
C 0.35 -0.05 -3.65 0.00
C 0.06 -0.26 -4.99 0.00
C -1.14 0.26 -5.46 0.00
C -1.97 0.96 -4.59 0.00
C -1.59 1.10 -3.26 0.00
N -0.44 0.59 -2.80 0.00
C -2.49 1.79 -2.19 0.00
O -3.45 2.41 -2.58 0.00
O -2.10 1.60 -1.00 0.00
H 0.73 -0.81 -5.62 0.00
H -1.43 0.11 -6.49 0.00
H -2.91 1.38 -4.90 0.00
C 2.80 -3.13 -0.08 0.00
C 2.10 -2.78 1.24 0.00
C 2.17 -1.27 1.55 0.00
C 0.67 -3.30 1.20 0.00
C 0.35 -4.47 1.86 0.00
C -0.93 -5.00 1.80 0.00
C -1.92 -4.31 1.12 0.00
C -1.64 -3.12 0.46 0.00
C -2.79 -2.35 -0.19 0.00
C -3.08 -1.07 0.62 -0.01
C -2.54 -2.02 -1.66 0.00
C -0.31 -2.63 0.44 0.00
O 0.03 -1.58 -0.31 0.01
H 3.81 -2.72 -0.11 0.00
H 2.24 -2.73 -0.91 0.00
H 2.86 -4.20 -0.19 0.00
H 2.61 -3.31 2.05 0.00
H 1.99 -0.66 0.66 0.00
H 3.17 -1.03 1.93 0.00
H 1.45 -1.02 2.33 0.00
H 1.11 -4.99 2.42 0.00
H -1.16 -5.93 2.29 0.00
H -2.92 -4.71 1.08 0.00
H -3.68 -2.98 -0.14 0.00
H -2.15 -0.48 0.79 0.01
H -3.50 -1.34 1.59 0.00
H -3.81 -0.45 0.10 0.00
H -1.59 -1.49 -1.79 0.00
H -3.37 -1.42 -2.06 0.00
H -2.49 -2.95 -2.24 0.00
```


Entry 3:
Entry from OMol25: C30H28IrN2Si as an isolated structure (ωB97M-V/def2-TZVPD).

Results
- charge = +1
- 2S+1 = 5
- LUMO level (spin up / spin down) (eV) = -4.25 / -6.84
- HOMO level (spin up / spin down) (eV) = -7.91 / -11.03
- HOMO-LUMO gap (spin up / spin down) (Eh) = 0.1348 / 0.1539

XYZ file:
```
62
Properties=species:S:1:pos:R:3:mulliken_spin:R:1
C 0.08 -0.45 3.74 0.10
C -0.87 -0.74 2.72 0.10
C -0.62 -2.09 2.24 -0.01
H -1.69 -0.10 2.39 0.01
C 0.50 -2.61 2.97 0.05
C 0.94 -1.60 3.89 0.12
H 1.77 -1.67 4.60 0.01
H 0.15 0.48 4.30 0.02
H -1.19 -2.61 1.48 0.00
H 0.92 -3.61 2.86 0.00
Ir 1.11 -0.90 1.81 1.11
C -1.06 -0.26 -0.44 0.04
H -0.84 -1.32 -0.58 -0.01
H -0.76 0.08 0.55 0.01
H -0.50 0.31 -1.20 0.00
Si -3.07 0.12 -0.75 0.02
C -3.03 1.89 -1.39 0.00
C -4.02 2.77 -0.92 0.00
H -4.85 2.39 -0.32 0.00
C -3.94 4.15 -1.20 0.00
H -4.71 4.82 -0.81 0.00
C -2.87 4.65 -1.95 0.00
H -2.80 5.72 -2.15 0.00
C -1.91 3.78 -2.46 0.00
H -1.08 4.16 -3.06 0.00
C -1.99 2.40 -2.19 0.01
H -1.23 1.72 -2.60 0.00
C -3.72 -1.16 -1.96 0.00
C -5.06 -1.03 -2.39 0.00
H -5.64 -0.16 -2.09 0.00
C -5.64 -2.03 -3.18 0.00
H -6.68 -1.94 -3.50 0.00
C -4.91 -3.17 -3.56 0.00
H -5.38 -3.95 -4.17 0.00
C -3.59 -3.30 -3.13 0.00
H -3.01 -4.18 -3.41 0.00
C -2.99 -2.30 -2.34 0.00
H -1.95 -2.40 -2.01 0.00
H 1.01 -1.68 0.36 0.08
H -4.23 0.18 0.16 0.00
C 2.02 2.89 -0.16 0.03
C 1.33 1.86 0.49 0.15
N 1.97 0.74 0.88 0.20
C 3.31 0.64 0.72 0.26
C 4.08 1.67 0.11 -0.02
C 3.39 2.81 -0.35 0.29
C 5.49 1.48 0.02 0.20
C 6.11 0.37 0.54 0.17
C 5.36 -0.67 1.17 -0.02
C 5.93 -1.81 1.77 0.32
C 5.09 -2.75 2.35 0.05
C 3.71 -2.55 2.37 0.14
N 3.15 -1.45 1.83 0.28
C 3.95 -0.52 1.23 0.19
H 1.45 3.75 -0.50 0.00
H 0.25 1.92 0.67 0.04
H 3.96 3.59 -0.85 0.01
H 6.08 2.27 -0.46 0.01
H 7.20 0.27 0.50 0.00
H 7.01 -1.93 1.75 0.01
H 5.48 -3.66 2.82 0.01
H 3.03 -3.29 2.81 0.03
```


Entry 4:
Entry from OMol25: C30H28MoN3O9PSSe2 as an isolated structure (ωB97M-V/def2-TZVPD).

Results
- energy relative to the best compared isomer or geometry (same formula, charge and spin) (eV) = 2.7176
- 2S+1 = 3
- LUMO level (spin up / spin down) (eV) = -2.51 / -2.46
- HOMO level (spin up / spin down) (eV) = -7.60 / -7.60
- HOMO-LUMO gap (spin up / spin down) (Eh) = 0.1869 / 0.1886

XYZ file:
```
75
Properties=species:S:1:pos:R:3:mulliken_spin:R:1
Mo 0.86 0.45 -0.31 2.12
O -0.13 0.49 6.44 0.00
C 1.02 0.50 6.03 0.00
O 2.12 0.71 6.52 0.00
C 1.08 0.20 4.46 0.02
C 0.02 -0.46 3.84 0.00
C 0.01 -0.58 2.47 0.04
N 0.94 -0.04 1.68 -0.09
C 2.00 0.54 2.29 0.01
C 2.12 0.66 3.67 0.01
C 3.06 1.01 1.35 0.05
O 4.02 1.68 1.68 0.01
O 2.84 0.63 0.13 -0.01
H -0.79 -0.86 4.43 0.00
H -0.78 -1.14 1.97 -0.01
H 2.99 1.13 4.09 0.00
Se -1.35 1.97 -0.86 -0.04
P -2.49 0.13 -0.82 0.00
Se -1.01 -1.47 -0.79 -0.05
C -3.58 0.09 0.65 0.01
C -3.87 -1.13 1.25 -0.01
C -4.67 -1.15 2.38 0.00
C -5.17 0.03 2.91 0.00
C -4.88 1.24 2.30 0.00
C -4.09 1.28 1.16 0.00
C -3.63 0.01 -2.24 0.01
C -3.88 -1.22 -2.82 0.00
C -4.83 -1.32 -3.82 0.00
C -5.53 -0.19 -4.22 0.00
C -5.24 1.05 -3.66 0.00
C -4.29 1.15 -2.66 0.00
H -3.46 -2.04 0.83 0.00
H -4.88 -2.09 2.86 0.00
H -5.77 0.00 3.80 0.00
H -5.25 2.16 2.72 0.00
H -3.85 2.22 0.69 0.00
H -3.31 -2.09 -2.50 0.00
H -5.04 -2.27 -4.28 0.00
H -6.29 -0.27 -4.98 0.00
H -5.76 1.93 -4.00 0.00
H -4.06 2.11 -2.22 0.00
O 1.72 2.18 -1.82 0.01
C 1.66 2.91 -0.80 0.00
O 1.16 2.59 0.28 -0.02
C 2.22 4.34 -1.00 -0.01
N 3.10 4.21 -2.20 0.00
C 4.52 4.30 -1.75 0.00
C 4.47 4.18 -0.23 0.00
C 3.12 4.78 0.14 0.00
H 1.37 5.01 -1.18 0.00
H 2.88 4.87 -2.94 0.00
H 2.83 3.23 -2.53 0.00
H 4.92 5.28 -2.04 0.00
H 5.12 3.52 -2.21 0.00
H 5.29 4.71 0.24 0.00
H 4.51 3.13 0.10 0.00
H 3.17 5.87 0.19 0.00
H 2.75 4.41 1.09 0.00
N 1.97 -1.33 -1.31 -0.04
C 1.78 -2.73 -1.05 -0.03
C 2.26 -3.30 0.12 0.00
C 2.16 -4.67 0.31 0.00
C 1.56 -5.44 -0.66 0.00
C 1.06 -4.89 -1.82 0.00
C 1.17 -3.52 -2.02 -0.01
S 1.61 -7.28 -0.63 0.00
O 2.79 -7.45 -1.47 0.00
O 1.77 -7.63 0.76 0.00
O 0.36 -7.66 -1.25 0.00
H 2.91 -1.06 -1.01 0.01
H 1.89 -1.18 -2.32 0.01
H 2.72 -2.67 0.87 0.00
H 2.53 -5.15 1.20 0.00
H 0.62 -5.55 -2.54 0.00
H 0.80 -3.06 -2.93 0.00
```


Entry 5:
Entry from OMol25: C30H28N2O3PRuSe2Te2 as an isolated structure (ωB97M-V/def2-TZVPD).

Results
- energy relative to the best compared isomer or geometry (same formula, charge and spin) (eV) = 0.0000
- 2S+1 = 2
- LUMO level (spin up / spin down) (eV) = -0.28 / -1.28
- HOMO level (spin up / spin down) (eV) = -6.54 / -6.51
- HOMO-LUMO gap (spin up / spin down) (Eh) = 0.2301 / 0.1921

XYZ file:
```
69
Properties=species:S:1:pos:R:3:mulliken_spin:R:1
Ru 0.53 -0.13 1.17 0.00
Se 1.02 2.00 2.25 0.04
Te 3.89 3.22 5.24 0.77
Te 1.35 3.74 5.43 0.21
Se 0.29 1.65 4.52 -0.01
O -1.87 -2.46 3.52 0.00
C -1.15 -1.93 2.69 0.00
O -0.55 -0.80 2.79 0.00
C -0.89 -2.69 1.39 0.00
C -1.52 -3.90 1.14 0.00
C -1.29 -4.53 -0.06 0.00
C -0.42 -3.95 -0.97 0.00
C 0.19 -2.76 -0.64 0.00
N -0.04 -2.13 0.51 0.00
H -2.18 -4.28 1.91 0.00
H -1.79 -5.47 -0.29 0.00
H -0.21 -4.41 -1.93 0.00
H 0.91 -2.30 -1.31 0.00
C 3.64 -2.18 0.31 0.00
C 3.90 -0.85 1.02 0.00
C 3.38 -0.88 2.45 0.00
C 3.38 0.35 0.21 -0.01
C 4.12 0.56 -1.11 0.00
O 3.12 0.34 -2.14 0.00
C 1.94 0.20 -1.50 0.00
N 1.98 0.20 -0.23 -0.01
C 0.75 0.10 -2.36 0.00
C 0.98 -0.16 -3.71 0.00
C -0.08 -0.24 -4.60 0.00
C -1.37 -0.01 -4.15 0.00
C -1.60 0.28 -2.82 0.00
C -0.57 0.30 -1.89 0.00
P -0.86 0.82 -0.15 0.00
C -1.02 2.61 -0.42 0.00
C 0.14 3.35 -0.61 0.00
C 0.07 4.69 -0.93 0.00
C -1.17 5.31 -1.07 0.00
C -2.33 4.57 -0.88 0.00
C -2.26 3.22 -0.56 0.00
C -2.51 0.18 0.33 0.00
C -3.15 -0.89 -0.29 0.00
C -4.31 -1.42 0.25 0.00
C -4.83 -0.90 1.42 0.00
C -4.19 0.16 2.06 0.00
C -3.03 0.69 1.52 0.00
H 4.22 -2.97 0.78 0.00
H 3.91 -2.15 -0.75 0.00
H 2.59 -2.45 0.39 0.00
H 4.99 -0.69 1.06 0.00
H 2.31 -1.10 2.50 0.00
H 3.52 0.08 2.96 0.00
H 3.89 -1.66 3.01 0.00
H 3.42 1.24 0.84 0.01
H 4.92 -0.17 -1.28 0.00
H 4.52 1.56 -1.24 0.00
H 1.99 -0.29 -4.06 0.00
H 0.11 -0.45 -5.65 0.00
H -2.20 -0.05 -4.84 0.00
H -2.61 0.50 -2.49 0.00
H 1.11 2.88 -0.49 0.00
H 0.98 5.26 -1.07 0.00
H -1.23 6.36 -1.31 0.00
H -3.30 5.05 -0.97 0.00
H -3.17 2.66 -0.40 0.00
H -2.74 -1.34 -1.19 0.00
H -4.79 -2.26 -0.23 0.00
H -5.73 -1.32 1.86 0.00
H -4.57 0.55 2.99 0.00
H -2.51 1.48 2.04 0.00
```


Entry 6:
Entry from OMol25: C30H28N8NiS2 as an isolated structure (ωB97M-V/def2-TZVPD).

Results
- energy relative to the best compared isomer or geometry (same formula, charge and spin) (eV) = 0.0000
- LUMO level (spin up / spin down) (eV) = -0.51 / -0.51
- HOMO level (spin up / spin down) (eV) = -7.08 / -7.08
- HOMO-LUMO gap (spin up / spin down) (Eh) = 0.2413 / 0.2414

XYZ file:
```
69
Properties=species:S:1:pos:R:3:lowdin_charge:R:1
Ni 0.53 -0.32 -0.33 0.18
S 0.01 1.13 -1.87 0.72
C -1.66 0.59 -2.00 -0.75
N -2.49 0.87 -2.94 0.06
N -2.03 1.61 -3.94 -0.01
C -2.85 1.96 -5.01 -0.24
C -4.18 1.56 -5.07 -0.03
C -4.95 1.95 -6.16 -0.09
C -4.42 2.71 -7.18 -0.11
C -3.08 3.10 -7.11 -0.10
C -2.30 2.73 -6.03 -0.04
N -2.21 -0.20 -1.01 0.08
N -1.40 -0.59 -0.14 -0.05
C -1.99 -1.35 0.91 -0.26
C -1.57 -1.11 2.21 -0.04
C -2.13 -1.82 3.26 -0.08
C -3.11 -2.78 3.00 -0.09
C -3.52 -3.01 1.70 -0.08
C -2.98 -2.29 0.64 -0.02
H -1.04 1.83 -3.96 0.08
H -4.60 0.97 -4.27 0.10
H -5.99 1.64 -6.20 0.10
H -5.03 3.00 -8.02 0.10
H -2.65 3.70 -7.90 0.10
H -1.26 3.04 -5.98 0.11
H -0.81 -0.36 2.40 0.10
H -1.81 -1.63 4.27 0.10
H -3.54 -3.34 3.81 0.10
H -4.28 -3.76 1.49 0.10
H -3.29 -2.46 -0.38 0.11
C 1.85 -5.99 0.18 -0.09
C 0.80 -5.38 1.11 -0.24
C 1.03 -3.92 1.32 -0.59
N 0.54 -3.00 0.56 0.08
N 0.95 -1.75 0.92 -0.10
C 1.74 -1.72 1.95 -0.68
N 2.18 -0.57 2.52 0.14
S 2.06 -3.29 2.58 1.12
H 1.67 -7.05 0.05 0.07
H 2.85 -5.87 0.60 0.07
H 1.83 -5.50 -0.79 0.08
H 0.78 -5.89 2.07 0.11
H -0.20 -5.48 0.67 0.12
H 2.16 0.24 1.91 0.07
H 3.01 -0.61 3.08 0.10
N 2.30 -0.25 -0.78 0.02
C 3.33 0.44 -0.56 -0.34
C 3.42 1.57 0.43 -0.21
C 2.37 2.47 0.60 -0.05
C 2.40 3.42 1.61 -0.07
C 3.47 3.48 2.48 -0.09
C 4.53 2.59 2.32 -0.09
C 4.51 1.65 1.30 -0.06
C 4.60 0.07 -1.27 -0.18
C 4.82 -1.26 -1.64 -0.04
C 5.96 -1.62 -2.34 -0.09
C 6.90 -0.66 -2.68 -0.10
C 6.69 0.67 -2.32 -0.09
C 5.55 1.02 -1.61 -0.05
H 1.51 2.41 -0.06 0.05
H 1.57 4.11 1.71 0.11
H 3.50 4.22 3.27 0.10
H 5.38 2.63 3.00 0.10
H 5.34 0.97 1.18 0.12
H 4.05 -1.99 -1.40 0.10
H 6.11 -2.65 -2.62 0.10
H 7.79 -0.94 -3.23 0.10
H 7.41 1.42 -2.60 0.10
H 5.40 2.06 -1.33 0.11
```


Entry 7:
Entry from OMol25: a 6-piece molecular cluster, C30H28O18 overall (ωB97M-V/def2-TZVPD).

Results
- energy relative to the best compared isomer or geometry (same formula, charge and spin) (eV) = 2.9705
- LUMO level (eV) = -2.90
- HOMO level (eV) = -9.02
- HOMO-LUMO gap (Eh) = 0.2248

XYZ file:
```
76
Properties=species:S:1:pos:R:3:lowdin_charge:R:1
O 1.96 5.08 -6.63 0.08
C 1.72 4.67 -5.47 -0.34
C 1.96 5.43 -4.20 0.07
C 1.62 4.92 -2.87 -0.15
O 1.58 5.75 -1.79 0.07
C 0.91 3.59 -2.68 -0.42
O 0.59 3.13 -1.65 0.11
C 0.74 2.77 -3.84 0.13
C 1.14 3.32 -5.29 -0.04
O 1.10 2.49 -6.41 0.12
H 2.23 6.52 -4.44 0.14
H 1.84 6.69 -2.11 0.17
H 0.45 1.82 -3.70 0.07
H 1.40 2.75 -7.20 0.04
O 0.31 -6.47 4.22 0.15
C 0.89 -6.45 3.21 -0.49
C 1.26 -5.14 2.64 0.11
C 1.83 -4.99 1.19 -0.09
O 1.99 -3.81 0.47 0.08
C 1.98 -6.21 0.32 -0.40
O 2.46 -6.15 -0.81 0.12
C 1.64 -7.46 0.89 0.13
C 1.06 -7.59 2.39 -0.06
O 0.66 -8.81 3.02 0.07
H 0.85 -4.26 3.16 0.11
H 1.81 -3.11 1.10 0.10
H 1.75 -8.37 0.36 0.09
H 0.26 -8.32 3.75 0.07
O -4.33 6.24 -0.79 0.11
C -3.82 6.25 0.32 -0.42
C -2.90 5.33 0.86 0.06
C -1.98 5.50 2.00 -0.13
O -1.27 4.43 2.53 0.08
C -2.17 6.71 2.86 -0.35
O -1.49 6.87 3.93 0.07
C -3.13 7.64 2.48 0.08
C -3.93 7.43 1.18 -0.07
O -4.86 8.41 0.77 0.13
H -2.87 4.15 0.45 0.18
H -1.67 3.83 1.86 0.06
H -3.27 8.73 2.85 0.16
H -5.21 7.89 0.17 -0.02
O -0.80 -2.14 -0.90 0.10
C -0.76 -1.38 0.09 -0.41
C -0.49 -0.01 -0.15 0.10
C -0.79 1.10 0.94 -0.07
O -1.02 2.47 0.66 0.06
C -1.16 0.77 2.25 -0.36
O -1.30 1.65 3.18 0.09
C -1.32 -0.64 2.61 0.12
C -0.99 -1.71 1.53 -0.10
O -1.21 -3.07 1.73 0.07
H 0.03 0.33 -1.21 0.17
H -0.91 2.50 -0.24 0.03
H -1.68 -0.86 3.69 0.15
H -0.90 -3.38 0.90 0.04
C 3.59 1.22 -1.03 -0.04
C 4.83 1.47 -0.24 -0.55
C 6.04 0.67 -0.44 -0.03
O 4.78 2.28 0.65 0.07
H 3.50 0.18 -1.61 0.12
H 3.66 1.88 -1.91 0.07
H 2.55 1.54 -0.58 0.10
H 6.40 0.81 -1.43 0.07
H 5.79 -0.34 -0.45 0.06
H 6.97 0.94 0.20 0.13
C -3.02 -6.91 1.57 -0.01
C -2.47 -6.37 0.24 -0.51
C -3.34 -6.67 -1.02 0.01
O -1.43 -5.87 0.11 0.12
H -4.12 -6.86 1.96 0.12
H -2.30 -6.76 2.35 0.05
H -2.87 -8.02 1.40 0.10
H -2.70 -6.59 -1.77 0.02
H -4.00 -5.80 -1.01 0.11
H -3.56 -7.65 -1.21 0.05
```


Largest force on an atom: 2.481; 2.388; 4.402; 2.271; 1.121; 0.407; 9.919 (eV/Å)
Calculated total energy: -441875.558; -127496.166; -45249.340; -207135.634; -197840.410; -106198.143; -68400.053 (eV)